[1]
DFT (the ωB97M-V functional and the def2-TZVPD basis) results for a molecular structure, C5H4OS2.

Calculated values
**Electronic energy**: -1064.4366 hartree
**E_LUMO**: 0.55 eV
**ΔE to the lowest compared entry with this formula, charge and spin**: 180.08 kJ/mol
**Net charge**: 0

Each line ends with the Löwdin charge.
Geometry (Å):
C -0.88019 -0.39406 -0.42036  -0.543
C 0.80301 0.40157 0.21572  -0.532
C -1.20091 0.67768 1.98242  -1.026
C -0.75157 -0.80838 -1.64175  -0.048
C 2.01826 0.15810 -0.25345  -0.060
O -1.93488 1.10488 2.81344  -0.040
S -1.95346 -0.52337 0.89446  1.007
S 0.44426 1.22145 1.70200  0.993
H -1.58452 -1.38501 -2.11088  0.086
H 0.05757 -0.69516 -2.23000  0.015
H 2.89780 0.68027 0.22637  0.084
H 2.08463 -0.43796 -1.17797  0.063

---

[2]
DFT (the ωB97M-V functional and the def2-TZVPD basis) results for a single C6H6N4O4S molecule.

Calculated values
**Electronic energy**: -1150.1276 hartree
**E_LUMO (spin up / spin down)**: -2.04 / -2.07 eV
**ΔE to the lowest compared entry with this formula, charge and spin**: 58.53 kJ/mol
**Net charge**: 0

Each line ends with the Löwdin charge.
Geometry (Å):
C -0.46035 2.02804 -0.15526  -0.050
C -1.72807 1.51929 -0.52784  -0.071
C 0.65484 1.25433 -0.20263  0.001
C -1.84758 0.22629 -0.92626  0.006
C 0.58945 -0.10977 -0.61848  -0.155
C -0.71214 -0.62480 -0.96573  -0.103
N 1.59803 -3.50128 0.76128  -0.338
N 1.59845 -0.94108 -0.56609  0.124
N -0.90633 -1.92442 -1.26811  -0.253
N 2.88260 -0.65399 -0.39781  -0.446
O -1.99546 -2.44226 -1.42279  0.093
O 0.19793 -2.67599 -1.43565  -0.389
O 3.37884 0.29628 -0.96786  0.073
O 3.50105 -1.47013 0.27086  0.021
S 0.65916 -4.02704 -0.42827  0.959
H -0.38874 3.05528 0.17493  0.113
H -2.59215 2.16341 -0.49153  0.106
H 1.61942 1.65514 0.06668  0.111
H -2.79838 -0.19986 -1.21292  0.120
H 1.18068 -3.15353 1.61496  0.054
H 2.53793 -3.14672 0.58403  0.020

---

[3]
DFT (the ωB97M-V functional and the def2-TZVPD basis) results for 2 unconnected molecules or ions with the total composition C3H13N2O.

Calculated values
**Electronic energy**: -306.5884 hartree
**E_LUMO**: -3.18 eV
**ΔE to the lowest compared entry with this formula, charge and spin**: 124.24 kJ/mol
**Net charge**: +1

Each line ends with the Löwdin charge.
Geometry (Å):
N 0.66213 -0.72259 0.27720  0.183
C 0.42927 0.47027 -0.54938  -0.341
C 0.63138 1.69547 0.40523  -0.054
C -1.02047 0.45056 -1.08174  -0.226
N -0.92300 0.52768 -2.54392  0.004
H 0.38723 -1.44010 -0.40188  0.172
H 0.12967 -0.85864 1.12885  0.112
H 1.61327 -1.00424 0.51652  0.176
H 1.32938 0.63790 -1.30562  0.199
H 0.06494 1.69190 1.33458  0.091
H 0.52570 2.54897 -0.21971  0.078
H 1.67349 1.73403 0.75855  0.088
H -1.56683 -0.42789 -0.67188  0.134
H -1.47277 1.36882 -0.63556  0.123
H -1.81074 0.36054 -2.99454  0.074
H -0.72526 1.46905 -2.88975  0.089
H 0.35038 -2.90738 2.86841  0.069
H 0.10244 -1.69833 3.68951  0.076
O 0.14749 -1.96857 2.75691  -0.048

---

The records above yield strongest force on any atom values of 5.65; 1.33; 3.99 eV Å⁻¹, respectively.